ORCA calculation (ωB97M-V/def2-TZVPD) on a cluster of 2 separate species, C4H10N2O in total.

As for the structure (SMILES): [H]/N=C/O.C=C(C)N. The value obtained for the LUMO energy is 1.03 eV. As for the energy relative to the best compared isomer or geometry (same formula, charge and spin): 32.4 kcal per mole.

```
! wB97M-V def2-TZVPD RIJCOSX def2/J DEFGRID3
* xyz 0 1
H 3.05801 0.95163 1.18260
N 2.34002 0.37324 0.76354
C 2.68592 -0.23850 -0.28525
O 1.86729 -1.02574 -0.94409
H 3.67249 -0.19409 -0.76448
H 0.98114 -1.03893 -0.47542
C -2.60686 -0.61621 -0.01945
C -1.39545 -0.08116 0.07832
C -1.02835 1.25110 -0.50057
N -0.31656 -0.75303 0.66658
H -3.40166 -0.11613 -0.53941
H -2.83733 -1.57854 0.40488
H -0.25402 1.12879 -1.25692
H -0.63316 1.90494 0.27642
H -1.89285 1.72456 -0.95519
H -0.59022 -1.54568 1.23083
H 0.35158 -0.14625 1.13762
*
```

ORCA calculation (ωB97M-V/def2-TZVPD) on a structure of composition C35H37N6O2PtS2 at a distorted geometry.

The value obtained for the LUMO energy is -3.19 eV. As for the energy relative to the best compared isomer or geometry (same formula, charge and spin): 6.8 kcal per mole.

```
! wB97M-V def2-TZVPD RIJCOSX def2/J DEFGRID3
* xyz 1 1
Pt 0.58340 -0.78984 -1.29171
C 1.02926 -6.28215 -3.31664
C 1.99911 -5.12740 -3.51940
N 1.42227 -4.02776 -4.29210
C 1.45479 -4.18153 -5.75127
C 2.70757 -3.58678 -6.37469
C 0.89861 -2.93096 -3.74648
S 0.59195 -2.95341 -2.03087
N 0.52169 -1.96988 -4.58027
C 0.41537 -0.69990 -4.28350
O 0.89825 -0.13207 -3.24083
C -0.21239 0.17525 -5.31093
C -0.29564 1.54662 -5.08956
C -0.93144 2.36683 -6.00687
C -1.48959 1.81848 -7.15395
C -1.39146 0.45388 -7.38936
C -0.74898 -0.36481 -6.47506
H 1.54120 -7.11933 -2.84240
H 0.62276 -6.63250 -4.26560
H 0.19762 -5.97865 -2.68043
H 2.88823 -5.45723 -4.05956
H 2.32382 -4.73429 -2.55884
H 0.56648 -3.70569 -6.15913
H 1.39228 -5.25057 -5.95634
H 2.76419 -2.51872 -6.16832
H 2.68485 -3.72803 -7.45536
H 3.60969 -4.06741 -5.99369
H 0.16280 1.96177 -4.20451
H -0.98637 3.43387 -5.83427
H -1.99416 2.45610 -7.86794
H -1.81774 0.02721 -8.28742
H -0.66277 -1.42790 -6.65009
C -0.33813 4.36400 11.32961
O -0.81040 4.96855 10.13379
C -0.64652 4.29628 8.97676
C -0.04670 3.04346 8.87025
C 0.07912 2.44906 7.62530
C -0.38338 3.08165 6.47811
C -0.99634 4.33099 6.60101
C -1.12817 4.93360 7.83125
C -0.19768 2.42858 5.18243
N 0.26439 1.21049 5.00397
C 0.27663 1.02717 3.64936
C -0.17581 2.14581 2.99237
N -0.48146 3.04147 3.98859
C -0.23629 2.23623 1.57266
C -0.60886 3.36122 0.81994
C -0.56811 3.30256 -0.55068
C -0.18552 2.11210 -1.17210
N 0.14282 1.04073 -0.47173
C 0.15345 1.08279 0.87318
C 0.63816 -0.10365 1.53824
N 1.08802 -1.12429 0.73632
C 1.74923 -2.12876 1.31796
C 1.84438 -2.20538 2.72386
C 1.32030 -1.24035 3.53010
C 0.73185 -0.12225 2.92610
H -0.57022 5.06195 12.12755
H 0.74115 4.20316 11.28793
H -0.84510 3.41533 11.51760
H 0.32635 2.52967 9.74326
H 0.54454 1.47745 7.53089
H -1.39705 4.84493 5.73501
H -1.60278 5.89916 7.93874
H -0.80969 3.98418 3.87770
H -0.92290 4.27121 1.31500
H -0.82720 4.16015 -1.15445
H -0.15461 2.00391 -2.24598
H 3.24227 -3.61869 1.15161
H 2.35976 -3.05494 3.14874
H 1.39350 -1.28908 4.60829
C -3.53273 1.06627 -2.51011
S -2.38290 -0.31819 -2.61288
C -3.29626 -1.53771 -1.64951
H -4.46891 0.82572 -3.01195
H -3.07559 1.91443 -3.01827
H -3.72836 1.32794 -1.47005
H -3.60755 -1.11553 -0.69441
H -2.62017 -2.37228 -1.47063
H -4.16666 -1.89099 -2.19957
C 2.46579 -3.17666 0.53052
H 1.78896 -3.96886 0.21768
H 2.91579 -2.74778 -0.36198
*
```

ORCA calculation (ωB97M-V/def2-TZVPD) on a cluster of 2 separate species, C4H12 in total at a distorted geometry.

As for the structure (SMILES): CC.CC. The value obtained for the LUMO energy is 1.05 eV. As for the energy relative to the best compared isomer or geometry (same formula, charge and spin): 16.1 kcal per mole.

```
! wB97M-V def2-TZVPD RIJCOSX def2/J DEFGRID3
* xyz 0 1
C 0.69335 1.79695 -1.75158
C 2.01904 1.62637 -1.06681
H 0.36173 2.81927 -1.62672
H 0.85641 1.60078 -2.81304
H -0.12346 1.21585 -1.39602
H 2.32435 0.50123 -1.00329
H 1.86470 1.84185 0.01902
H 2.86142 2.00141 -1.66170
C -0.89103 -1.38753 1.94700
C -1.81498 -1.90026 0.88782
H -0.36365 -2.18920 2.48190
H -0.05801 -0.74101 1.60907
H -1.48060 -0.91319 2.73616
H -1.91897 -2.98294 0.91373
H -2.86831 -1.63050 0.85556
H -1.46200 -1.65908 -0.13108
*
```

ORCA calculation (ωB97M-V/def2-TZVPD) on an isolated molecule of C13H24N4O4S2 at a distorted geometry.

As for the structure (SMILES): CO/N=C(C)/C(=N\OC(=O)N(C)SSC(C)(C)C)C(=O)N(C)C. The value obtained for the LUMO energy is -0.60 eV.

```
! wB97M-V def2-TZVPD RIJCOSX def2/J DEFGRID3
* xyz 0 1
C -0.40973 -6.36604 -0.44953
O 0.48110 -5.28238 -0.31800
N -0.06233 -4.00591 -0.66175
C 0.56151 -3.02770 -1.21254
C 1.99778 -3.13606 -1.38233
C -0.14173 -1.85013 -1.64370
N -0.32016 -0.79012 -0.81610
O 0.28237 -0.78279 0.53329
C -0.14838 0.19310 1.33421
O -1.13557 0.81684 1.12567
N 0.76417 0.42469 2.44389
C 2.04715 -0.16941 2.51721
S 0.27811 1.34517 3.65921
S 1.62022 3.08394 3.50668
C 0.62103 4.25841 2.50084
C -0.89684 4.00178 2.41973
C 1.16005 4.03479 1.03803
C 1.06511 5.70987 2.92651
C -0.71673 -1.80018 -3.02756
O -0.09140 -2.47647 -3.95579
N -1.94464 -1.21750 -3.28544
C -2.76489 -0.53851 -2.19676
C -2.15258 -0.71359 -4.65115
H -0.10843 -7.12225 -1.27401
H -0.49128 -6.89136 0.49429
H -1.43865 -6.00521 -0.56844
H 2.43827 -4.01649 -0.89071
H 2.20834 -3.15086 -2.45247
H 2.58535 -2.23748 -0.91893
H 2.89788 0.55780 2.48499
H 2.22965 -0.92931 1.77809
H 2.08853 -0.67484 3.44515
H -1.37469 3.47486 3.26857
H -1.53731 4.90070 2.25231
H -1.16639 3.29751 1.54095
H 0.66390 3.16802 0.53428
H 2.20773 3.72277 1.09546
H 1.01746 4.83563 0.38328
H 0.56622 6.54007 2.37475
H 2.01882 5.68992 2.84574
H 0.78043 5.85435 3.91559
H -2.40021 0.45838 -1.79132
H -2.76624 -1.20194 -1.31160
H -3.75675 -0.29431 -2.53295
H -1.78022 0.28012 -4.84223
H -1.75805 -1.34798 -5.52177
H -3.21800 -0.61989 -4.71366
*
```

| no. | E_HOMO (eV) |
| --- | --- |
| 1 | -8.550 |
| 2 | -10.068 |
| 3 | -11.245 |
| 4 | -9.019 |